Record 1
This record from the OMol25 dataset describes a structure of composition C24H62Li2N4O2. The level of theory is ωB97M-V/def2-TZVPD.

- E (a.u.) = -1336.26767
- HOMO energy (eV) = -8.22
- LUMO (eV) = 0.5
- gap between HOMO and LUMO (eV) = 8.74

Structure (ORCA input):
```
! wB97M-V def2-TZVPD RIJCOSX def2/J DEFGRID3
* xyz 0 1
Li 1.97 -1.62 1.92
Li 0.88 -2.42 -0.07
O 0.30 -1.09 1.21
H -0.15 -0.29 1.02
O 2.37 -3.19 0.90
H 2.82 -3.98 0.65
C 6.10 -0.74 1.90
C 4.67 -1.30 1.92
N 3.61 -0.33 2.18
C 3.54 0.75 1.20
C 3.42 0.24 -0.24
C 3.70 0.18 3.56
C 2.46 0.94 3.99
H 6.76 -1.59 1.73
H 6.40 -0.25 2.83
H 6.23 -0.01 1.10
H 4.48 -1.75 0.95
H 4.64 -2.13 2.63
H 2.60 1.29 1.34
H 4.37 1.47 1.28
H 4.36 -0.14 -0.64
H 2.64 -0.50 -0.39
H 3.17 1.13 -0.83
H 4.58 0.83 3.66
H 3.86 -0.68 4.20
H 2.22 1.80 3.35
H 2.52 1.42 4.97
H 1.56 0.32 3.98
C -0.34 -0.50 -2.38
C -0.94 -1.88 -2.09
N 0.06 -2.95 -1.88
C -0.71 -4.22 -1.69
C -0.99 -4.47 -0.22
C 0.93 -3.08 -3.06
C 2.34 -3.52 -2.60
H 0.44 -0.23 -1.65
H -1.13 0.24 -2.30
H 0.11 -0.44 -3.37
H -1.52 -1.73 -1.18
H -1.69 -2.11 -2.86
H -1.64 -4.23 -2.27
H -0.16 -5.03 -2.18
H -1.59 -5.38 -0.14
H -0.05 -4.65 0.31
H -1.46 -3.59 0.23
H 1.12 -2.20 -3.67
H 0.60 -3.85 -3.77
H 2.35 -4.53 -2.20
H 2.71 -2.82 -1.85
H 3.06 -3.48 -3.42
C -4.56 -3.07 -0.47
C -4.44 -2.59 0.97
N -4.54 -1.12 1.05
C -4.62 -0.64 2.42
C -5.85 -1.13 3.17
C -3.42 -0.54 0.32
C -3.33 0.97 0.33
H -5.01 -4.07 -0.43
H -3.62 -3.28 -0.98
H -5.24 -2.49 -1.08
H -5.26 -3.04 1.52
H -3.50 -2.87 1.47
H -4.71 0.44 2.44
H -3.77 -1.02 3.02
H -5.77 -0.67 4.16
H -5.87 -2.20 3.37
H -6.79 -0.87 2.70
H -2.46 -0.99 0.64
H -3.45 -0.85 -0.73
H -4.18 1.40 -0.22
H -3.33 1.43 1.31
H -2.44 1.31 -0.20
C 1.77 5.28 -2.00
C 0.70 5.41 -0.89
N -0.50 4.59 -1.10
C -1.29 4.95 -2.25
C -1.72 6.42 -2.30
C -0.19 3.16 -1.12
C 0.19 2.59 0.24
H 2.48 6.12 -1.97
H 1.34 5.30 -3.00
H 2.41 4.42 -1.83
H 1.12 5.14 0.07
H 0.40 6.46 -0.82
H -0.80 4.64 -3.18
H -2.24 4.40 -2.16
H -2.65 6.52 -2.85
H -1.86 6.83 -1.30
H -1.02 7.07 -2.83
H 0.58 2.95 -1.88
H -1.09 2.62 -1.44
H 1.09 3.09 0.61
H 0.46 1.54 0.15
H -0.58 2.68 1.00
*
```


Record 2
This record from the OMol25 dataset describes a structure of composition C24H63InNO13. The level of theory is ωB97M-V/def2-TZVPD.

- E (a.u.) = -2174.84953
- HOMO energy (eV) = -4.59
- LUMO (eV) = 1.7
- gap between HOMO and LUMO (eV) = 6.31

Structure (ORCA input):
```
! wB97M-V def2-TZVPD RIJCOSX def2/J DEFGRID3
* xyz -1 1
N 5.94 -2.34 3.88
C 5.38 -2.99 2.70
C 5.09 -4.51 2.75
O 6.09 -5.20 1.92
C 5.05 -5.11 4.13
In 3.27 -4.44 5.31
C 1.54 -4.79 3.89
O 0.95 -3.69 3.20
O 1.93 -2.62 3.16
H 5.22 -2.24 4.59
H 6.67 -2.92 4.29
H 4.44 -2.47 2.46
H 6.06 -2.83 1.86
H 4.12 -4.68 2.27
H 5.69 -5.38 1.06
H 4.92 -6.19 4.03
H 5.98 -4.94 4.68
H 3.04 -5.51 6.70
H 3.45 -2.74 5.80
H 1.85 -5.52 3.13
H 0.70 -5.24 4.45
H 1.64 -2.15 2.36
C 0.27 1.12 1.90
O 1.44 0.68 1.23
C 1.92 1.57 0.25
C 3.10 2.37 0.76
O 2.75 3.23 1.82
C 3.09 2.71 3.10
H 0.12 0.47 2.76
H 0.37 2.15 2.24
H -0.61 1.05 1.24
H 1.12 2.24 -0.09
H 2.24 0.97 -0.61
H 3.49 2.99 -0.06
H 3.90 1.68 1.06
H 4.17 2.73 3.26
H 2.74 1.68 3.22
H 2.61 3.34 3.84
C -1.68 4.75 -4.13
O -0.48 4.23 -4.69
C 0.63 4.31 -3.82
C 0.90 2.99 -3.12
O -0.16 2.63 -2.26
C -1.04 1.67 -2.79
H -2.50 4.41 -4.76
H -1.84 4.38 -3.12
H -1.66 5.84 -4.12
H 0.48 5.10 -3.08
H 1.51 4.57 -4.43
H 1.81 3.09 -2.52
H 1.07 2.21 -3.87
H -0.57 0.68 -2.82
H -1.38 1.94 -3.80
H -1.91 1.62 -2.13
C 6.95 -9.31 8.50
O 5.80 -10.04 8.11
C 4.63 -9.23 8.04
C 4.32 -8.77 6.63
O 5.32 -7.91 6.13
C 6.22 -8.50 5.21
H 7.81 -9.97 8.34
H 7.07 -8.40 7.91
H 6.90 -9.05 9.56
H 4.73 -8.35 8.68
H 3.79 -9.83 8.41
H 3.39 -8.21 6.64
H 4.19 -9.64 5.97
H 5.72 -8.71 4.26
H 6.64 -9.44 5.61
H 7.02 -7.79 5.04
C -7.23 1.50 -6.13
O -6.54 2.12 -7.20
C -5.96 3.37 -6.85
C -4.48 3.25 -6.56
O -4.23 2.46 -5.41
C -3.80 1.14 -5.71
H -7.47 0.48 -6.45
H -6.61 1.45 -5.23
H -8.16 2.02 -5.90
H -6.46 3.80 -5.97
H -6.11 4.05 -7.69
H -4.09 4.25 -6.37
H -3.95 2.84 -7.43
H -2.76 1.14 -6.08
H -4.44 0.67 -6.46
H -3.84 0.57 -4.79
C -7.39 8.92 -3.77
O -8.16 7.97 -3.06
C -8.89 7.08 -3.88
C -8.20 5.74 -4.02
O -6.96 5.85 -4.69
C -5.83 5.82 -3.83
H -6.74 9.41 -3.05
H -6.77 8.44 -4.54
H -8.03 9.67 -4.25
H -9.04 7.52 -4.88
H -9.87 6.93 -3.43
H -8.84 5.08 -4.61
H -8.06 5.29 -3.03
H -5.66 4.81 -3.44
H -5.95 6.51 -2.99
H -4.96 6.11 -4.42
*
```


Record 3
This record from the OMol25 dataset describes a structure of composition C24H63MnN2O13S4. The level of theory is ωB97M-V/def2-TZVPD.

- E (a.u.) = -4783.19015
- HOMO energy (alpha / beta) (eV) = -10.67 / -10.67
- LUMO (alpha / beta) (eV) = -4.8 / -4.9
- gap between HOMO and LUMO (alpha / beta) (eV) = 5.87 / 5.82

Structure (ORCA input):
```
! wB97M-V def2-TZVPD RIJCOSX def2/J DEFGRID3
* xyz 1 6
Mn -0.38 2.01 0.96
O -0.07 0.28 0.06
H 0.03 -0.45 -0.58
C -5.67 0.88 2.84
C -5.14 0.43 4.19
N -3.64 0.15 4.12
C -3.29 -0.26 5.52
C -3.78 -1.69 5.93
C -3.49 -0.89 3.04
C -2.04 -1.37 2.86
H -6.51 1.55 3.02
H -6.14 0.05 2.32
H -4.97 1.40 2.17
H -5.46 1.27 4.81
H -5.83 -0.35 4.54
H -3.63 0.46 6.26
H -2.21 -0.38 5.61
H -3.41 -1.97 6.91
H -3.45 -2.51 5.29
H -4.87 -1.69 5.97
H -3.97 -1.83 3.31
H -3.88 -0.50 2.10
H -2.04 -2.34 2.36
H -1.47 -0.72 2.19
H -1.49 -1.44 3.79
C -1.94 -3.59 -3.26
C -1.24 -2.91 -2.15
N -0.49 -3.92 -1.38
C -0.16 -3.36 -0.09
C 0.04 -4.40 0.99
C 0.68 -4.49 -2.09
C 1.81 -3.57 -2.49
H -2.31 -4.60 -3.06
H -1.30 -3.63 -4.14
H -2.80 -3.03 -3.62
H -0.62 -2.10 -2.53
H -1.88 -2.38 -1.44
H 0.68 -2.67 -0.11
H -0.95 -2.68 0.25
H 0.07 -3.92 1.97
H -0.78 -5.11 0.94
H 0.96 -4.91 0.73
H 0.39 -4.99 -3.02
H 1.16 -5.23 -1.44
H 2.21 -3.92 -3.44
H 2.58 -3.41 -1.73
H 1.44 -2.59 -2.78
O 2.83 2.60 -2.90
S 1.72 1.72 -3.23
O 0.31 2.13 -3.16
O 2.02 1.18 -4.77
C 3.30 0.99 -5.21
C 3.81 2.29 -5.83
C 1.93 0.14 -2.34
H 3.18 0.20 -5.94
H 4.05 0.69 -4.48
H 4.71 2.13 -6.41
H 3.98 3.13 -5.15
H 3.05 2.68 -6.51
H 1.00 -0.43 -2.42
H 2.12 0.38 -1.30
H 2.77 -0.45 -2.69
O 3.52 -3.48 1.38
S 3.88 -2.19 1.97
O 4.46 -2.06 3.31
O 4.89 -1.41 0.94
C 4.63 -1.59 -0.45
C 5.48 -2.77 -0.97
C 2.36 -1.05 1.93
H 4.88 -0.68 -0.99
H 3.57 -1.72 -0.65
H 5.07 -2.97 -1.96
H 5.29 -3.63 -0.32
H 6.53 -2.51 -1.03
H 2.03 -0.82 0.92
H 2.55 -0.14 2.51
H 1.57 -1.67 2.36
O -3.06 2.74 -2.87
S -2.67 2.09 -1.64
O -1.52 2.48 -0.82
O -4.03 2.23 -0.70
C -4.53 3.51 -0.38
C -6.03 3.51 -0.20
C -2.78 0.25 -1.94
H -4.23 4.24 -1.13
H -3.93 3.90 0.44
H -6.28 2.67 0.46
H -6.61 3.33 -1.11
H -6.44 4.38 0.31
H -3.68 0.24 -2.55
H -2.84 -0.21 -0.95
H -1.87 -0.18 -2.36
O 1.64 2.63 0.43
S 3.09 2.73 0.62
O 4.00 1.85 -0.03
O 3.59 4.24 0.17
C 3.12 5.41 0.78
C 3.23 6.46 -0.39
C 3.41 2.77 2.45
H 3.76 5.72 1.60
H 2.09 5.28 1.11
H 2.97 7.50 -0.16
H 2.54 6.18 -1.19
H 4.21 6.40 -0.85
H 3.58 1.76 2.85
H 2.64 3.24 3.06
H 4.37 3.26 2.64
*
```


Record 4
This record from the OMol25 dataset describes a cluster of 11 separate species, C24H64BF16N8O8P2 in total. The level of theory is ωB97M-V/def2-TZVPD.

- E (a.u.) = -4296.93110
- HOMO energy (eV) = -19.57
- LUMO (eV) = -10.9
- gap between HOMO and LUMO (eV) = 8.69

Structure (ORCA input):
```
! wB97M-V def2-TZVPD RIJCOSX def2/J DEFGRID3
* xyz 5 1
C -2.10 -24.43 -34.76
C -2.40 -23.15 -35.49
O -3.47 -22.66 -35.61
N -1.26 -22.39 -36.19
H -0.72 -23.07 -36.72
H -1.75 -21.75 -36.81
C -0.30 -21.62 -35.28
H -3.00 -24.59 -34.16
H -1.16 -24.52 -34.21
H -2.04 -25.33 -35.38
H 0.03 -22.25 -34.46
H -0.85 -20.74 -34.93
H 0.61 -21.39 -35.83
C 3.67 -19.45 -41.06
C 3.05 -19.66 -39.70
O 2.60 -20.70 -39.32
N 3.32 -18.53 -38.77
H 4.20 -18.70 -38.27
H 3.51 -17.66 -39.25
C 2.18 -18.18 -37.82
H 3.41 -20.30 -41.70
H 4.75 -19.40 -41.01
H 3.15 -18.61 -41.53
H 2.51 -17.63 -36.95
H 1.96 -19.19 -37.46
H 1.32 -17.83 -38.39
C 3.95 -13.40 -27.16
C 3.55 -14.45 -28.14
O 3.51 -15.62 -27.92
N 3.04 -13.98 -29.49
H 2.58 -13.08 -29.33
H 3.81 -13.69 -30.08
C 2.01 -14.88 -30.16
H 3.72 -13.57 -26.11
H 3.23 -12.57 -27.20
H 4.94 -13.05 -27.43
H 1.33 -15.15 -29.35
H 2.60 -15.77 -30.34
H 1.62 -14.40 -31.05
C 8.04 -13.80 -35.13
C 6.77 -14.67 -35.13
O 5.82 -14.39 -35.80
N 6.90 -16.02 -34.48
H 7.42 -16.62 -35.14
H 7.50 -15.98 -33.65
C 5.65 -16.79 -34.13
H 8.14 -13.54 -34.07
H 7.97 -12.88 -35.70
H 8.96 -14.34 -35.36
H 5.14 -16.52 -33.21
H 6.07 -17.79 -34.09
H 4.81 -16.84 -34.82
C -0.58 -14.15 -33.57
C -1.06 -15.00 -34.71
O -1.21 -14.70 -35.85
N -1.59 -16.31 -34.11
H -0.84 -16.68 -33.54
H -2.40 -16.15 -33.50
C -2.03 -17.29 -35.20
H -0.13 -14.77 -32.80
H -1.47 -13.61 -33.23
H 0.13 -13.45 -34.02
H -1.33 -17.51 -36.00
H -3.01 -16.96 -35.52
H -2.29 -18.14 -34.58
C 1.60 -22.52 -28.94
C 1.83 -21.27 -29.72
O 2.94 -21.06 -30.15
N 0.76 -20.21 -29.93
H 0.69 -20.17 -30.95
H -0.14 -20.58 -29.64
C 0.95 -18.87 -29.24
H 1.69 -22.59 -27.85
H 1.93 -23.49 -29.29
H 0.50 -22.54 -28.94
H 1.84 -18.49 -29.73
H 1.01 -18.84 -28.16
H 0.07 -18.31 -29.58
C 2.92 -13.81 -35.27
C 2.62 -12.70 -36.17
O 2.00 -11.72 -35.87
N 3.28 -12.63 -37.58
H 3.41 -13.53 -38.02
H 2.58 -12.08 -38.08
C 4.62 -11.87 -37.73
H 2.93 -14.79 -35.73
H 2.24 -13.76 -34.42
H 3.89 -13.60 -34.82
H 5.54 -12.45 -37.64
H 4.71 -11.01 -37.07
H 4.61 -11.54 -38.77
C 3.99 -21.95 -34.52
C 4.02 -21.88 -36.04
O 3.67 -20.87 -36.56
N 4.79 -22.96 -36.77
H 5.69 -22.98 -36.29
H 4.32 -23.86 -36.63
C 5.01 -22.67 -38.27
H 4.89 -22.20 -33.95
H 3.19 -22.35 -33.90
H 3.98 -20.93 -34.13
H 4.04 -22.67 -38.76
H 5.59 -23.55 -38.54
H 5.62 -21.78 -38.41
P -1.98 -15.63 -30.13
F -0.59 -15.94 -30.92
F -1.14 -15.17 -28.81
F -1.98 -14.03 -30.48
F -3.35 -15.30 -29.29
F -2.89 -15.99 -31.38
F -2.07 -17.12 -29.62
P 1.74 -18.22 -33.54
F 2.86 -18.45 -34.71
F 1.18 -16.82 -34.23
F 0.80 -19.01 -34.60
F 0.47 -18.15 -32.47
F 2.08 -19.63 -32.81
F 2.72 -17.42 -32.58
B 6.35 -18.63 -37.23
F 6.30 -18.38 -38.60
F 5.07 -18.49 -36.64
F 6.75 -19.97 -36.96
F 7.29 -17.79 -36.68
*
```


Respective max |F| values: 2.22 0.23 4.52 6.31 eV/Å.